(1)
Here is a 4-piece molecular cluster, C4H14O3 overall from the OMol25 dataset. Energies are from ωB97M-V with the def2-TZVPD basis set.

Output
HOMO energy, Eh: -0.360
LUMO level, eV: 0.46
F_max, eV/A: 1.1
Orbital gap, eV: 10.26
Multiplicity: 1
Energy relative to the best compared isomer or geometry (same formula, charge and spin), eV: 1.2615

Cartesian coordinates (Å):
O1 -3.01044 -0.33503 1.62136
O2 0.01016 0.32698 -2.88632
O3 -1.32677 1.53659 -5.06167
C1 0.28572 1.43634 0.71487
C2 0.43522 0.42291 1.56577
C3 1.35229 -1.86104 2.09129
C4 1.66558 -0.43254 1.66396
H1 -2.96008 0.10726 0.75158
H2 -3.34239 -1.22644 1.42197
H3 2.00988 -2.59285 1.62718
H4 2.30426 0.02190 2.43170
H5 1.07585 1.83116 0.08314
H6 -0.15567 0.39058 -1.94859
H7 2.27246 -0.37536 0.76059
H8 -0.59507 2.06875 0.69989
H9 -0.71446 2.17525 -5.45611
H10 0.32526 -2.22956 1.97144
H11 -0.37129 0.21390 2.25937
H12 -0.84269 1.05897 -4.35360
H13 1.40450 -1.96403 3.18130
H14 0.17767 -0.57373 -3.13912

---

(2)
Here is a 4-piece molecular cluster, C4H14O3 overall from the OMol25 dataset. Energies are from ωB97M-V with the def2-TZVPD basis set.

Output
HOMO energy (alpha / beta), Eh: -0.549 / -0.549
LUMO level (alpha / beta), eV: -4.69 / -8.55
F_max, eV/A: 5.3
Total charge: +1
Orbital gap (alpha / beta), eV: 10.24 / 6.39
Multiplicity: 2
Energy relative to the best compared isomer or geometry (same formula, charge and spin), eV: 1.3163

Cartesian coordinates (Å):
O1 -1.31524 2.12487 -0.03634
O2 1.41751 1.50550 1.76673
O3 1.89604 1.59110 -1.95817
C1 -0.48459 -1.70973 -0.60096
C2 0.88374 -1.67476 1.39022
C3 -0.37971 -1.41179 0.71409
C4 -1.78145 -1.25004 -1.22299
H1 -1.08136 -0.78394 1.15910
H2 1.00860 -2.60553 1.67741
H3 2.12860 1.29775 1.06589
H4 -2.58695 -1.94516 -1.11590
H5 0.30074 -2.19344 -1.11605
H6 -0.60065 2.77373 0.08578
H7 -2.03274 2.45252 0.54896
H8 2.07850 2.52461 -2.08107
H9 0.57811 1.61666 1.31886
H10 -2.20669 -0.27812 -0.91154
H11 1.08737 1.59987 -1.42022
H12 -1.50709 -1.12679 -2.28750
H13 1.75508 -1.44247 0.73422
H14 0.84218 -1.06485 2.28947